C12H19AuIN5O3 as an isolated structure, computed with ωB97M-V with the def2-TZVPD basis set.

Last column: Mulliken spin population.
Geometry (Å):
C: 0.44 0.18 -5.37  0.1390
I: -0.74 0.58 -3.42  0.8713
H: -0.39 -0.40 -5.80  0.0519
H: 1.41 -0.28 -5.25  0.0529
H: 0.48 1.20 -5.71  0.2533
C: -1.33 3.53 0.96  0.0104
C: -2.38 3.13 0.24  0.1047
N: -1.97 2.03 -0.49  0.2519
C: -0.66 1.78 -0.27  -0.0753
N: -0.28 2.68 0.65  -0.0177
H: -1.23 4.33 1.66  0.0043
H: -3.38 3.52 0.22  -0.0662
C: 1.57 -3.47 0.55  -0.0111
C: 0.64 -1.66 -0.43  -0.0083
N: 1.47 -2.08 0.54  -0.0505
H: 0.64 -4.92 -0.80  0.0055
N: 0.21 -2.81 -1.03  -0.0873
H: 2.21 -4.01 1.22  0.0076
Au: 0.43 0.25 -1.06  0.7321
C: 2.01 0.84 -2.46  -0.0902
O: 3.01 1.22 -2.85  0.0875
C: 0.78 -3.92 -0.44  0.0228
C: -0.65 -2.91 -2.20  0.2646
H: -1.57 -3.46 -1.98  0.0196
H: -0.16 -3.48 -3.01  -0.0222
H: -0.87 -1.89 -2.57  -0.0925
C: 2.25 -1.26 1.46  -0.0251
H: 2.99 -1.95 1.87  -0.0045
H: 1.63 -0.92 2.30  0.0079
H: 2.70 -0.38 0.97  0.0017
C: 0.99 2.71 1.34  -0.0026
H: 1.12 3.72 1.73  -0.0024
H: 1.81 2.41 0.67  0.0042
H: 0.98 2.03 2.21  -0.0082
C: -2.85 1.22 -1.30  -0.5524
H: -2.23 0.40 -1.74  -0.0216
H: -3.33 1.80 -2.10  0.3280
H: -3.65 0.77 -0.71  -0.0807
O: -0.52 -1.39 3.05  -0.0009
N: -1.19 -0.40 3.43  -0.0002
O: -1.13 0.67 2.78  -0.0013

Summary:
Net charge: -2
Energy (eV): -38129.907
LUMO level (spin up / spin down) (eV): 4.47 / 4.44
F_max (eV Å⁻¹): 2.86
Multiplicity: 3
Energy above the lowest of the compared OMol25 structures with the same formula, charge and spin (kcal/mol): 44.0